Record 1
This record from the Open Molecules 2025 dataset describes a structure of composition C23H24CdN8OS at a distorted geometry. The level of theory is ωB97M-V/def2-TZVPD.

Summary:
LUMO level (spin up / spin down): -0.23559 / -0.34641 Ha
frontier orbital gap (spin up / spin down): 8.035 / 4.439 eV
2S+1: 1
charge: +2

CARTESIAN COORDINATES (ANGSTROEM)
Cd: 0.296 -0.294 -1.269
C: -3.705 -0.935 -3.217
C: -4.369 0.284 -3.102
C: -3.782 1.301 -2.384
C: -2.517 1.118 -1.814
N: -1.874 -0.062 -1.943
C: -2.475 -1.061 -2.617
N: -2.055 2.199 -1.060
C: -0.833 2.495 -0.816
N: 0.308 1.799 -1.200
C: 1.433 2.467 -0.743
N: 2.660 2.142 -0.920
C: 3.141 1.027 -1.605
C: 4.387 1.182 -2.221
C: 5.000 0.099 -2.806
C: 4.393 -1.153 -2.729
C: 3.174 -1.242 -2.102
N: 2.535 -0.178 -1.577
C: 0.986 3.668 -0.006
C: 1.706 4.673 0.614
C: 0.979 5.701 1.203
C: -0.417 5.720 1.156
C: -1.132 4.711 0.521
C: -0.402 3.686 -0.051
H: -4.130 -1.765 -3.762
H: -5.340 0.429 -3.556
H: -4.267 2.254 -2.236
H: -1.919 -1.989 -2.679
H: 4.844 2.161 -2.200
H: 5.959 0.215 -3.293
H: 4.859 -2.037 -3.138
H: 2.667 -2.195 -2.003
H: 2.787 4.661 0.630
H: 1.502 6.507 1.699
H: -0.948 6.542 1.617
H: -2.212 4.729 0.467
C: 1.927 -3.475 2.724
C: 1.547 -2.061 2.327
N: 0.082 -1.889 2.165
C: -0.597 -2.456 1.118
S: 0.176 -2.704 -0.402
N: -1.852 -2.808 1.273
C: -2.704 -2.799 2.477
C: -2.953 -4.207 2.986
H: 3.005 -3.535 2.867
H: 1.648 -4.188 1.948
H: 1.451 -3.763 3.663
H: 2.023 -1.771 1.391
H: 1.844 -1.351 3.102
H: -0.405 -1.955 3.053
H: -2.279 -3.184 0.436
H: -3.632 -2.304 2.192
H: -2.251 -2.171 3.243
H: -3.403 -4.828 2.211
H: -3.642 -4.174 3.829
H: -2.028 -4.681 3.315
O: 0.812 0.991 1.840
N: -0.006 0.457 1.382

Results of the natural (NBO) charge analysis, in e, for atoms 1 through 6:
1. Cd 1.60
2. C -0.22
3. C -0.12
4. C -0.19
5. C 0.32
6. N -0.61

=====

Record 2
This record from the Open Molecules 2025 dataset describes the molecule C5H7FN2O5 at a distorted geometry. The level of theory is ωB97M-V/def2-TZVPD.

Summary:
LUMO level (spin up / spin down): 0.02634 / -0.13200 Ha
frontier orbital gap (spin up / spin down): 8.229 / 6.970 eV
2S+1: 3
charge: 0

CARTESIAN COORDINATES (ANGSTROEM)
C: 1.195 -1.913 -0.589
C: -0.119 0.044 -0.614
C: -2.356 2.103 1.287
C: -2.032 0.970 0.311
C: 1.401 -0.321 -0.335
N: 1.813 -2.303 -1.717
N: 1.999 -0.061 0.990
O: 0.688 -2.620 0.249
O: -0.586 -0.305 -1.661
O: 3.108 0.343 0.962
O: 1.447 -0.383 2.007
O: -0.587 0.695 0.353
F: 2.289 0.266 -1.286
H: -2.207 1.917 2.325
H: -1.849 2.962 0.686
H: -3.495 2.215 1.264
H: -2.272 1.301 -0.737
H: -2.586 0.121 0.586
H: 2.367 -1.750 -2.231
H: 1.783 -3.280 -1.850

Results of the natural (NBO) charge analysis, in e, for atoms 1 through 6:
1. C 0.65
2. C 0.78
3. C -0.63
4. C -0.08
5. C 0.25
6. N -0.78

=====

Across the entries above, E takes the values -53592.950; -21225.844 eV, respectively.